# 1
The following is a quantum chemistry calculation of C23H13Cl3F5LiN2O2S as an isolated structure, from the OMol25 dataset.

CARTESIAN COORDINATES (ANGSTROEM)
Li  0.354  0.417  -0.585
N  1.149  -0.668  2.258
C  0.104  -0.913  3.112
C  0.156  -0.470  4.442
C  -0.830  -0.806  5.357
C  -1.902  -1.593  4.957
C  -1.966  -2.013  3.630
C  -0.993  -1.698  2.684
C  -1.151  -2.166  1.263
C  -1.570  -3.493  1.084
C  -1.916  -3.971  -0.172
C  -1.870  -3.092  -1.248
C  -1.403  -1.791  -1.054
C  -0.976  -1.258  0.185
H  1.755  0.109  2.454
H  0.945  -0.792  1.279
H  1.002  0.139  4.749
H  -0.758  -0.453  6.379
H  -2.688  -1.860  5.655
H  -2.824  -2.589  3.301
H  -1.602  -4.169  1.935
H  -2.218  -5.004  -0.304
H  -2.173  -3.423  -2.236
H  -1.371  -1.151  -1.933
Cl  4.652  0.102  1.716
C  4.510  0.884  0.110
Cl  4.526  -0.364  -1.147
Cl  5.918  1.956  -0.123
C  3.126  1.696  0.085
O  3.240  2.917  0.215
O  2.129  0.956  -0.009
F  1.581  -1.219  -2.807
C  0.956  -0.197  -3.465
C  0.279  0.771  -2.760
C  -0.307  1.713  -3.560
F  -1.031  2.749  -3.006
C  -0.255  1.735  -4.941
F  -0.862  2.694  -5.675
C  0.445  0.740  -5.590
F  0.529  0.731  -6.936
C  1.060  -0.245  -4.844
F  1.738  -1.220  -5.490
S  -2.742  3.600  0.141
C  -1.241  4.436  0.120
C  -0.224  3.542  0.119
N  -0.614  2.222  0.143
C  -1.901  2.096  0.156
H  -1.199  5.514  0.095
H  0.838  3.772  0.094
H  -2.404  1.129  0.169

## Properties
**Gap between HOMO and LUMO**: 6.049 eV
**LUMO level**: 4.17 eV
**Maximum force**: 0.59 eV/Å
**DFT total energy**: -3429.94659 hartree
**Highest occupied orbital energy**: -1.88 eV
**Net charge**: -2

***

# 2
The following is a quantum chemistry calculation of C23H14AsBrCl2F6GaN5O2 as an isolated structure, from the OMol25 dataset.

CARTESIAN COORDINATES (ANGSTROEM)
Ga  0.015  -0.034  0.322
Cl  0.183  -6.075  -2.690
C  -0.345  -4.551  -2.134
C  0.292  -3.983  -1.083
C  -0.110  -2.701  -0.655
N  0.374  -2.011  0.372
C  1.103  -2.518  1.421
O  1.549  -3.625  1.564
C  1.158  -1.505  2.535
C  1.788  -1.818  3.716
C  1.693  -0.933  4.779
C  0.937  0.217  4.628
C  0.355  0.473  3.405
N  0.478  -0.358  2.359
C  -1.185  -1.998  -1.341
C  -1.853  -2.622  -2.386
C  -1.447  -3.874  -2.782
Cl  -2.281  -4.620  -4.062
N  -1.453  -0.770  -0.805
C  -2.676  -0.167  -0.891
O  -3.636  -0.526  -1.537
C  -2.765  1.047  -0.004
C  -3.884  1.849  -0.081
C  -3.938  2.993  0.694
C  -2.863  3.289  1.514
C  -1.786  2.427  1.544
N  -1.728  1.309  0.807
H  1.106  -4.483  -0.590
H  2.321  -2.757  3.780
H  2.189  -1.149  5.720
H  0.802  0.919  5.443
H  -0.229  1.363  3.253
H  -2.681  -2.140  -2.875
H  -4.680  1.555  -0.751
H  -4.802  3.648  0.653
H  -2.847  4.181  2.129
H  -0.938  2.649  2.168
F  1.572  -0.625  -2.027
As  3.135  -0.519  -1.256
F  3.907  -0.959  -2.692
F  2.973  -2.140  -0.746
F  4.530  -0.321  -0.331
F  2.203  -0.036  0.250
F  3.136  1.132  -1.664
Br  1.893  2.840  1.330
C  1.298  2.685  -0.448
C  1.705  3.654  -1.338
C  1.244  3.591  -2.640
C  0.374  2.583  -3.007
C  0.022  1.648  -2.068
N  0.477  1.677  -0.796
H  2.383  4.430  -1.012
H  1.569  4.327  -3.363
H  -0.016  2.508  -4.014
H  -0.628  0.825  -2.318

## Properties
**Gap between HOMO and LUMO (spin up / spin down)**: 7.708 / 6.403 eV
**LUMO level (spin up / spin down)**: -3.58 / -5.71 eV
**Maximum force**: 0.90 eV/Å
**DFT total energy**: -9563.32575 hartree
**Energy relative to the best compared isomer or geometry (same formula, charge and spin)**: 2.5 kcal/mol
**Highest occupied orbital energy (spin up / spin down)**: -11.29 / -12.11 eV
**2S+1**: 2
**Net charge**: +1

***

# 3
The following is a quantum chemistry calculation of C23H14AuN4S2 as an isolated structure, from the OMol25 dataset.

CARTESIAN COORDINATES (ANGSTROEM)
Au  -1.242  1.840  -2.439
S  -2.984  3.316  -1.863
C  -2.525  3.567  -0.211
N  -1.465  3.117  0.386
C  -1.422  3.513  1.708
C  -0.406  3.187  2.607
C  -0.483  3.647  3.909
C  -1.559  4.430  4.333
C  -2.576  4.764  3.454
C  -2.499  4.302  2.146
S  -3.591  4.534  0.820
H  0.422  2.580  2.264
H  0.303  3.398  4.611
H  -1.603  4.777  5.358
H  -3.412  5.370  3.780
N  4.117  -6.430  1.145
C  3.487  -5.569  0.717
C  2.700  -4.492  0.179
C  1.921  -4.702  -0.957
C  1.164  -3.662  -1.469
C  1.182  -2.409  -0.865
C  1.964  -2.209  0.269
C  2.718  -3.242  0.795
C  0.353  -1.294  -1.420
C  1.087  -0.317  -2.136
C  2.481  -0.402  -2.384
C  2.844  0.729  -3.090
C  1.662  1.472  -3.248
N  0.615  0.864  -2.693
C  -0.994  -1.382  -1.138
C  -1.632  -2.357  -0.285
C  -2.952  -2.021  -0.242
C  -3.086  -0.856  -1.075
N  -1.949  -0.487  -1.600
H  1.911  -5.675  -1.428
H  0.549  -3.813  -2.346
H  1.970  -1.233  0.737
H  3.321  -3.089  1.680
H  3.127  -1.213  -2.088
H  3.824  1.000  -3.446
H  1.535  2.424  -3.739
H  -1.147  -3.170  0.233
H  -3.740  -2.511  0.309
H  -3.990  -0.296  -1.277

## Properties
**Gap between HOMO and LUMO**: 6.650 eV
**LUMO level**: 2.12 eV
**Maximum force**: 0.49 eV/Å
**DFT total energy**: -2036.06182 hartree
**Highest occupied orbital energy**: -4.53 eV
**Net charge**: -1

***

# 4
The following is a quantum chemistry calculation of C23H14Br2N3SSbSe4Tc as an isolated structure at a distorted geometry, from the OMol25 dataset.

CARTESIAN COORDINATES (ANGSTROEM)
Tc  0.562  0.186  -0.113
Br  6.378  -2.059  2.192
C  4.737  -1.470  1.480
C  4.532  -1.414  0.097
C  3.310  -0.984  -0.369
N  2.304  -0.636  0.441
C  2.480  -0.694  1.782
C  3.690  -1.096  2.328
C  1.260  -0.425  2.567
C  1.216  -0.440  3.954
C  -0.018  -0.405  4.612
Br  -0.096  -0.466  6.494
C  -1.181  -0.368  3.834
C  -1.054  -0.291  2.462
N  0.124  -0.280  1.837
H  5.310  -1.701  -0.591
H  3.108  -0.905  -1.432
H  3.842  -1.151  3.394
H  2.122  -0.502  4.534
H  -2.156  -0.393  4.298
H  -1.940  -0.254  1.836
S  -0.346  -3.599  -2.671
C  -0.048  -4.160  -1.054
C  0.001  -5.478  -0.621
C  0.272  -5.722  0.709
C  0.493  -4.659  1.586
C  0.446  -3.350  1.159
C  0.173  -3.069  -0.181
N  0.122  -1.846  -0.822
C  -0.132  -1.994  -2.120
C  -0.065  -0.810  -2.929
C  -0.014  -0.801  -4.323
C  0.222  0.394  -4.977
C  0.427  1.557  -4.248
C  0.314  1.557  -2.861
C  0.105  0.367  -2.182
H  -0.167  -6.289  -1.312
H  0.314  -6.734  1.078
H  0.715  -4.863  2.620
H  0.602  -2.555  1.863
H  -0.155  -1.720  -4.870
H  0.223  0.430  -6.057
H  0.649  2.484  -4.752
H  0.392  2.505  -2.340
Se  -3.871  2.090  1.719
Sb  -4.153  4.372  2.349
Se  -0.234  3.415  1.744
Se  -0.992  2.112  0.009
Se  -1.620  5.223  1.795

## Properties
**Gap between HOMO and LUMO (spin up / spin down)**: 4.252 / 4.251 eV
**LUMO level (spin up / spin down)**: -11.85 / -11.85 eV
**Maximum force**: 2.50 eV/Å
**DFT total energy**: -16521.16426 hartree
**Highest occupied orbital energy (spin up / spin down)**: -16.10 / -16.10 eV
**Net charge**: +3

***

# 5
The following is a quantum chemistry calculation of C23H14Cl4I2MoN5O8S as an isolated structure, from the OMol25 dataset.

CARTESIAN COORDINATES (ANGSTROEM)
Mo  0.354  1.477  1.710
C  1.748  -0.680  -2.627
N  1.556  -1.582  -1.505
C  1.213  -2.911  -1.631
C  1.243  -3.444  -0.399
N  1.631  -2.442  0.476
C  1.791  -1.268  -0.207
S  2.302  0.257  0.336
C  1.836  -2.710  1.870
C  2.332  -3.962  2.221
C  2.449  -4.244  3.569
C  2.089  -3.278  4.494
C  1.653  -2.051  4.023
N  1.533  -1.769  2.729
H  2.733  -0.839  -3.067
H  1.683  0.342  -2.268
H  0.976  -0.870  -3.368
H  0.952  -3.345  -2.580
H  0.984  -4.427  -0.056
H  2.636  -4.679  1.472
H  2.828  -5.206  3.889
H  2.155  -3.462  5.557
H  1.376  -1.257  4.706
Cl  -1.515  6.493  -2.731
C  -0.699  5.513  -1.561
C  0.509  5.948  -1.020
Cl  1.209  7.451  -1.517
C  1.148  5.171  -0.050
Cl  2.614  5.674  0.700
C  0.577  3.975  0.327
O  1.071  3.161  1.276
C  -0.613  3.482  -0.243
O  -1.000  2.327  0.175
C  -1.265  4.301  -1.173
Cl  -2.800  3.782  -1.779
I  3.810  2.229  2.892
C  1.782  1.538  3.322
H  1.486  2.205  4.128
H  1.962  0.549  3.741
I  -1.583  2.233  3.498
O  -1.225  -2.309  1.313
C  -1.205  -1.178  0.868
O  -0.572  -0.190  1.416
C  -1.931  -0.888  -0.421
C  -1.451  0.010  -1.368
C  -2.132  0.122  -2.566
C  -3.289  -0.574  -2.851
C  -3.744  -1.432  -1.871
C  -3.084  -1.618  -0.673
N  -4.979  -2.205  -2.136
O  -5.370  -2.954  -1.268
O  -5.521  -2.044  -3.210
N  -1.607  1.030  -3.618
O  -2.192  1.051  -4.679
O  -0.611  1.664  -3.363
H  -0.577  0.612  -1.169
H  -3.808  -0.450  -3.787
H  -3.451  -2.328  0.053

## Properties
**Gap between HOMO and LUMO (spin up / spin down)**: 5.721 / 5.725 eV
**LUMO level (spin up / spin down)**: 1.13 / 1.13 eV
**Maximum force**: 0.60 eV/Å
**DFT total energy**: -4663.13549 hartree
**Energy relative to the best compared isomer or geometry (same formula, charge and spin)**: 16.0 kcal/mol
**Highest occupied orbital energy (spin up / spin down)**: -4.59 / -4.59 eV
**Net charge**: -1

***

# 6
The following is a quantum chemistry calculation of C23H14F4HfN14S as an isolated structure at a distorted geometry, from the OMol25 dataset.

CARTESIAN COORDINATES (ANGSTROEM)
Hf  -0.962  0.594  0.872
C  -4.773  -0.317  5.094
C  -4.026  0.868  4.617
N  -3.983  2.037  5.177
N  -3.170  2.799  4.397
C  -2.700  2.138  3.362
S  -1.655  2.680  2.100
N  -3.222  0.907  3.473
N  -2.955  -0.081  2.514
H  -5.330  -0.031  5.984
H  -4.096  -1.130  5.365
H  -5.482  -0.676  4.345
H  -3.005  3.767  4.654
H  -2.737  -0.948  3.008
H  -3.823  -0.253  2.000
N  -2.828  0.794  -1.180
C  -1.828  1.670  -1.712
N  -1.955  2.465  -2.702
C  -0.851  3.254  -2.964
N  -0.901  4.043  -3.992
N  0.284  3.266  -2.184
C  0.305  2.436  -1.203
N  -0.717  1.561  -0.946
C  1.386  2.362  -0.199
C  2.538  3.102  -0.298
C  3.494  2.985  0.715
C  3.250  2.131  1.777
C  2.061  1.419  1.815
N  1.134  1.521  0.850
H  -2.862  -0.067  -1.731
H  -3.749  1.220  -1.306
H  -1.729  4.074  -4.577
H  -0.121  4.649  -4.216
H  2.681  3.759  -1.145
H  4.411  3.560  0.668
H  3.964  2.015  2.581
H  1.843  0.753  2.642
F  0.787  -1.040  -1.008
C  1.464  -2.156  -1.429
C  2.264  -2.030  -2.513
F  2.353  -0.853  -3.087
C  2.991  -3.160  -3.037
C  2.794  -4.399  -2.329
C  1.973  -4.496  -1.234
F  1.864  -5.656  -0.634
C  1.266  -3.382  -0.734
C  0.398  -3.498  0.399
C  -0.166  -2.388  0.940
N  -0.647  -1.413  1.411
C  0.024  -4.726  1.036
N  -0.353  -5.688  1.537
F  3.419  -5.461  -2.723
C  3.820  -3.070  -4.143
C  4.522  -4.173  -4.693
N  5.075  -5.048  -5.199
C  4.040  -1.841  -4.832
N  4.223  -0.848  -5.382

## Properties
**Gap between HOMO and LUMO**: 5.722 eV
**LUMO level**: -13.68 eV
**Maximum force**: 1.63 eV/Å
**DFT total energy**: -2495.66776 hartree
**Highest occupied orbital energy**: -19.40 eV
**Net charge**: +4

***

- What is the formula in the first record?
  C23H13Cl3F5LiN2O2S